Entry 1:
C2H3N2O2 | ωB97M-V with the def2-TZVPD basis set

Geometry as XYZ:
```
9
Properties=species:S:1:pos:R:3:forces:R:3
C -1.68494 -0.26162 -1.64934 -1.06 2.27 0.90
C -1.08188 -0.04507 -0.45476 -2.34 -1.95 -1.05
N -0.73848 -0.28972 0.66785 -1.36 -0.59 -0.99
N 2.24281 -0.19749 1.57287 -0.18 0.35 -0.11
O 3.40817 0.14149 1.74406 0.33 -0.16 0.12
O 1.42457 0.76587 1.44106 0.46 0.24 0.09
H -2.66089 0.30210 -1.91697 2.09 -0.98 0.28
H -0.98283 -0.64462 -2.34832 -0.06 -0.41 -1.00
H 0.07347 0.22905 0.94355 2.11 1.22 1.76
```
Forces are in eV/Å.

Summary:
Relative energy (zero: lowest compared OMol25 entry of this formula, charge and spin) = 61.17 kcal/mol
HOMO-LUMO gap = 7.824 eV
E_tot = -337.91190 hartree
LUMO level = 3.99 eV
Net charge = -1
2S+1 = 1

=====

Entry 2:
C2H3IO2S | ωB97M-V with the def2-TZVPD basis set

Geometry as XYZ:
```
9
Properties=species:S:1:pos:R:3:forces:R:3
C 1.81380 0.72484 0.03153 0.07 -2.19 0.40
C 1.27810 1.53484 -0.66017 0.71 0.58 -0.10
O -0.19942 -1.07029 0.54685 0.80 0.56 0.15
O -2.21759 -1.76029 -0.55542 -1.67 -1.34 -0.33
S -1.39238 -0.61418 -0.44058 1.74 0.41 0.32
I -2.35074 1.07301 1.06844 -0.34 0.19 0.25
H 2.04219 -0.26635 0.42116 0.13 1.15 0.08
H -0.15592 -1.97308 0.88873 -0.82 -0.15 -0.26
H 1.18196 2.35149 -1.30053 -0.61 0.80 -0.51
```
Forces are in eV/Å.

Summary:
Relative energy (zero: lowest compared OMol25 entry of this formula, charge and spin) = 35.43 kcal/mol
HOMO-LUMO gap = 9.180 eV
E_tot = -924.25188 hartree
LUMO level = -0.52 eV
2S+1 = 1

=====

Entry 3:
C19H18BrKN3OS | ωB97M-V with the def2-TZVPD basis set

Geometry as XYZ:
```
44
Properties=species:S:1:pos:R:3:forces:R:3
K -0.73710 -0.11538 -1.32618 0.12 0.04 -0.45
C 4.01510 1.56512 -0.59098 -0.15 -0.09 -0.20
C 2.93590 0.49872 -0.48088 0.59 0.35 0.05
O 2.30690 0.09612 -1.43318 -0.32 -0.06 -0.31
N 2.78730 0.02822 0.77732 -0.09 -0.10 0.63
C 1.79050 -0.95418 1.15652 0.01 -0.14 -0.18
C 0.67240 -0.34228 1.95532 0.00 -0.13 0.20
C 0.57360 -0.53758 3.32812 -0.01 0.02 -0.05
C -0.49240 0.02982 4.00692 -0.18 0.21 -0.24
C -1.41910 0.77542 3.28652 0.28 -0.20 0.37
C -1.21620 0.93812 1.92572 -0.24 0.25 0.08
N -0.20180 0.39602 1.27492 0.38 -0.10 0.08
H 4.27470 1.70542 -1.63608 -0.04 -0.01 -0.02
H 4.90480 1.28102 -0.03278 0.05 0.01 0.06
H 3.63370 2.50332 -0.19468 -0.02 0.13 0.05
H 3.25540 0.50712 1.53172 0.05 0.01 -0.21
H 2.27560 -1.75078 1.73232 -0.13 0.04 -0.15
H 1.38180 -1.36608 0.22732 0.02 -0.19 0.14
H 1.31620 -1.12608 3.85142 0.00 -0.05 -0.03
H -0.59200 -0.10098 5.07512 -0.06 -0.03 0.06
H -2.27110 1.22272 3.77452 -0.07 0.06 -0.02
H -1.89470 1.53072 1.32762 -0.18 0.03 -0.11
S -3.42790 1.32312 -1.44918 -0.73 -0.89 0.00
C -2.49230 2.72882 -1.38778 -0.16 0.24 0.01
C -3.14100 3.98322 -1.27818 0.12 0.18 0.00
C -2.39320 5.12352 -1.20408 0.16 0.13 0.02
C -0.99790 5.02642 -1.24358 0.06 0.16 0.00
C -0.44700 3.76612 -1.36468 0.26 0.53 0.05
N -1.14760 2.64742 -1.43438 0.00 -0.14 -0.01
H -4.22150 3.99822 -1.25738 0.02 0.00 0.01
H -2.86850 6.09362 -1.11598 -0.03 0.03 0.00
H -0.37690 5.90852 -1.18658 0.10 0.01 -0.01
H 0.63230 3.64542 -1.41018 0.05 0.03 0.01
Br -0.62680 -7.63448 -1.79438 0.02 0.50 0.06
C -0.59580 -5.70248 -1.53018 0.00 -0.60 -0.06
C -0.84950 -4.86498 -2.59118 -0.09 -0.09 -0.39
C -0.82470 -3.49188 -2.37768 0.07 0.01 0.14
C -0.55660 -2.88778 -1.14118 0.11 0.18 0.24
C -0.32000 -3.81368 -0.11528 0.01 0.03 -0.06
C -0.32550 -5.19498 -0.28048 0.10 -0.17 0.34
H -1.05870 -5.26458 -3.57408 -0.03 -0.11 -0.06
H -1.02820 -2.86668 -3.24248 -0.04 0.03 -0.18
H -0.11860 -3.44958 0.89212 0.05 -0.04 0.12
H -0.11350 -5.85788 0.55022 -0.04 -0.06 0.01
```
Forces are in eV/Å.

Summary:
HOMO-LUMO gap = 5.804 eV
E_tot = -4546.54078 hartree
LUMO level = 2.16 eV
Net charge = -1
2S+1 = 1

=====

Entry 4:
C3H4OS | ωB97M-V with the def2-TZVPD basis set

Geometry as XYZ:
```
9
Properties=species:S:1:pos:R:3:forces:R:3
C 0.88682 -0.01893 0.02719 6.10 -1.06 -0.64
C -0.09714 -1.14923 0.02300 0.05 -2.29 3.06
C -0.03157 1.11254 0.06712 1.49 5.75 -1.29
H -0.33089 -1.54445 1.08246 1.55 -0.13 -1.46
H -0.10540 -1.97585 -0.66832 0.43 0.02 -0.42
H 0.02903 1.89887 -0.84132 0.25 -2.01 1.50
H 0.13121 1.86527 0.89212 -0.46 -1.26 -0.15
O 2.12724 -0.04547 -0.05346 -3.45 0.07 0.27
S -1.33066 0.02835 -0.04632 -5.96 0.91 -0.89
```
Forces are in eV/Å.

Summary:
Relative energy (zero: lowest compared OMol25 entry of this formula, charge and spin) = 36.77 kcal/mol
HOMO-LUMO gap = 9.179 eV
E_tot = -590.06605 hartree
LUMO level = 0.35 eV
2S+1 = 1

=====

Entry 5:
C13H39N13O26 | ωB97M-V with the def2-TZVPD basis set

Geometry as XYZ:
```
91
Properties=species:S:1:pos:R:3:forces:R:3
C -4.14898 -2.35478 -0.03989 -0.67 0.12 -0.18
N -3.68679 -3.43999 0.87235 0.27 1.89 -1.41
O -3.29853 -3.10187 1.96514 -0.24 -0.58 0.85
O -3.57236 -4.49558 0.33204 0.14 -2.19 0.33
H -3.68319 -2.54071 -1.01624 -0.08 0.18 0.43
H -3.81087 -1.47522 0.46871 -0.03 0.75 -0.28
H -5.24934 -2.36177 -0.16867 0.65 -0.19 0.31
C 3.92997 -2.76227 -0.73539 -0.03 1.69 1.54
N 4.18184 -1.84152 -1.83564 1.47 0.63 -1.68
O 5.24358 -1.23304 -1.89159 -0.31 -0.19 0.44
O 3.32131 -1.74777 -2.68335 -0.32 -0.02 0.06
H 2.94143 -2.35898 -0.47516 0.08 -1.11 0.63
H 4.68859 -2.56380 0.06587 -0.77 -0.38 -0.85
H 3.94468 -3.75892 -1.11256 -0.22 -0.66 -0.16
C -3.04376 1.47646 -4.62342 -0.95 -0.07 0.67
N -2.27660 1.63300 -3.35706 0.77 -0.97 -1.21
O -1.84002 0.66609 -2.77999 -0.24 -0.83 0.02
O -2.05093 2.74592 -3.00515 0.01 2.40 0.69
H -3.93910 2.07082 -4.38302 0.03 -0.51 -0.53
H -3.19848 0.40454 -4.73536 -0.26 0.29 -0.22
H -2.51679 1.92539 -5.46457 0.13 -0.06 0.44
C 3.46242 0.05961 2.98809 0.08 1.15 3.08
N 2.87018 -0.99824 2.20452 -0.65 2.10 -1.50
O 2.30307 -0.53337 1.18715 0.56 -1.97 1.11
O 2.93799 -2.12385 2.59924 -0.29 -0.78 -0.66
H 4.21671 -0.35866 3.67870 -0.64 -0.11 -0.19
H 2.58989 0.53211 3.64091 1.94 -0.75 -1.71
H 4.03036 0.73047 2.35097 -0.68 0.30 -0.16
C 3.86174 3.76870 0.80191 0.10 -2.89 1.82
N 3.15637 4.61155 1.74250 -1.06 1.95 0.53
O 3.06239 4.28270 2.90915 0.44 -0.89 -0.06
O 2.66112 5.64109 1.33423 0.00 0.17 -0.61
H 4.72614 3.42799 1.38010 -0.07 -0.18 -0.37
H 4.15545 4.18400 -0.10121 0.13 1.37 -1.39
H 3.19006 2.90357 0.62764 0.42 0.41 0.03
C -0.11021 -6.07580 0.15389 -0.05 -1.21 0.90
N 1.18195 -6.26227 -0.54526 0.34 0.53 -0.54
O 2.11680 -6.84835 -0.02773 -0.59 0.08 0.19
O 1.22237 -5.74370 -1.64399 0.20 -0.14 -0.08
H -0.10861 -6.67017 1.07566 0.19 0.47 -0.15
H -0.87844 -6.47928 -0.47943 -0.24 -0.04 -0.46
H -0.28945 -5.02550 0.29236 0.12 0.43 0.12
C 1.09284 2.52166 -3.74587 0.85 -0.67 -0.67
N 0.72521 1.40414 -4.71483 -0.69 0.65 -0.77
O -0.30646 1.52398 -5.38120 0.68 0.16 0.83
O 1.49846 0.49743 -4.87922 0.53 0.04 0.41
H 1.53744 3.28330 -4.42085 -0.23 -0.38 0.61
H 1.86003 2.07701 -3.06973 -0.79 0.57 -0.45
H 0.18847 2.89714 -3.27513 0.15 -0.15 0.06
C -2.83277 0.03875 3.51647 0.48 -0.29 -0.89
N -2.57223 0.89363 2.34887 0.88 -0.77 -0.57
O -1.78769 1.79932 2.56098 -0.34 0.35 -0.84
O -3.05650 0.56240 1.27379 0.35 0.90 0.40
H -1.90628 -0.58181 3.63629 -1.04 0.78 0.27
H -3.68182 -0.53280 3.21361 -0.44 -0.69 0.32
H -3.05618 0.79588 4.23317 0.12 -0.22 1.30
C -0.30045 -1.92063 -4.38704 0.05 -0.04 -0.98
N -1.51253 -1.91195 -5.27662 0.61 -0.24 0.56
O -2.57896 -1.63815 -4.75907 -0.29 -0.09 -0.28
O -1.33239 -2.18430 -6.44392 -0.30 0.15 0.23
H -0.54551 -1.69349 -3.36543 -0.27 0.08 0.11
H 0.36511 -1.19757 -4.85108 0.03 -0.07 0.24
H 0.14373 -2.89971 -4.49777 0.05 -0.22 0.10
C 0.27380 -3.07198 4.45336 0.18 -0.51 -0.31
N 0.19674 -1.63316 4.68104 0.82 -0.54 -1.33
O -0.31986 -1.28187 5.71339 0.25 1.16 -0.50
O 0.67615 -0.97055 3.73709 -1.21 0.32 2.07
H -0.21014 -3.58541 5.26817 0.11 -0.20 0.07
H 1.30004 -3.33168 4.24547 0.48 -0.05 0.56
H -0.16736 -3.24628 3.49655 -0.85 -0.15 -0.53
C -2.08689 4.03372 -0.01712 1.84 -1.05 -0.10
N -0.62731 3.89690 -0.48768 -1.49 -0.53 0.84
O 0.02220 4.85847 -0.79471 0.27 0.56 -0.29
O -0.24423 2.74981 -0.48367 0.81 -0.49 -0.25
H -2.13312 3.27104 0.78488 -0.42 0.64 -0.51
H -2.61718 3.75456 -0.90989 -0.57 -0.07 -0.09
H -2.21302 5.04407 0.27657 -0.39 0.82 0.32
C -0.16019 5.01004 2.86800 0.55 -1.85 2.02
N -1.28996 5.22759 3.83334 -0.95 2.09 -2.90
O -1.39594 4.73814 4.89347 0.85 -1.71 2.39
O -2.13781 5.98384 3.37524 -0.20 0.30 -0.31
H 0.44131 5.88641 2.80408 0.19 0.69 -0.07
H -0.60948 4.72648 1.95382 -0.33 0.02 -0.79
H 0.42461 4.17095 3.27762 -0.08 0.42 -0.26
C -0.17643 -0.46386 -0.38526 0.49 0.84 2.17
N -0.23508 -1.92490 -0.23193 -0.21 -1.82 -0.88
O 0.27478 -2.57808 -1.13693 0.09 0.64 0.26
O -0.81241 -2.48458 0.68307 -0.06 0.85 0.52
H -0.81021 -0.19004 -1.20680 -0.08 0.12 -0.29
H 0.89219 -0.29072 -0.54867 -0.51 0.33 -0.30
H -0.49072 0.05831 0.57562 0.32 -0.88 -1.33
```
Forces are in eV/Å.

Summary:
Relative energy (zero: lowest compared OMol25 entry of this formula, charge and spin) = 36.55 kcal/mol
HOMO-LUMO gap = 10.232 eV
E_tot = -3185.51755 hartree
LUMO level = -0.60 eV
2S+1 = 1

=====

Entry 6:
C3H4N2O2S | ωB97M-V with the def2-TZVPD basis set

Geometry as XYZ:
```
12
Properties=species:S:1:pos:R:3:forces:R:3
O -1.74516 -2.12728 -0.13085 0.10 -2.00 -1.75
C -0.94095 -1.33012 -0.45067 -0.23 2.66 1.87
N -0.98032 -0.19070 0.65341 -2.33 1.68 -3.00
C -0.56109 1.12281 0.01198 -0.45 1.77 0.85
O -1.23184 2.10408 -0.31935 0.73 -2.69 1.01
N 0.83413 1.17997 -0.06647 0.42 -5.53 0.87
C 1.49858 -0.16036 0.18273 3.41 4.02 -0.57
S 3.15119 -0.46179 -0.06903 -3.33 0.56 0.30
H -0.15391 -1.22900 -1.38545 -1.90 -0.36 2.26
H -2.05238 -0.17057 1.00825 3.26 0.15 -1.44
H 1.37853 2.00874 -0.16885 0.04 0.48 -0.54
H 0.80323 -0.74579 0.73429 0.28 -0.73 0.14
```
Forces are in eV/Å.

Summary:
Relative energy (zero: lowest compared OMol25 entry of this formula, charge and spin) = 69.40 kcal/mol
HOMO-LUMO gap = 8.456 eV
E_tot = -774.81618 hartree
LUMO level = -0.94 eV
SMILES string = O=CNC(=O)NC=S
2S+1 = 1

=====

Entry 7:
C4H10NO | ωB97M-V with the def2-TZVPD basis set

Geometry as XYZ:
```
16
Properties=species:S:1:pos:R:3:forces:R:3
C -1.43830 -0.03106 0.37115 0.34 -0.36 -0.14
C -0.27912 -0.34036 -0.61802 -0.87 1.52 0.30
N -0.53476 0.21495 -1.96428 0.05 0.03 -0.49
C 1.01379 0.28605 -0.11587 0.36 -1.49 0.31
C 1.39637 -0.23946 1.30714 -0.14 0.02 0.47
O 0.91222 -1.44768 1.60927 0.09 -0.25 -0.15
H -2.15484 0.60620 -0.13775 -0.21 0.42 0.16
H -1.06653 0.38657 1.30372 0.01 0.37 -0.08
H -1.95848 -0.92103 0.69657 -0.14 -0.44 -0.12
H -0.21669 -1.39837 -0.74526 0.47 -0.65 0.17
H -0.54763 1.22899 -1.93350 0.03 -0.02 0.11
H -1.43449 -0.06522 -2.34208 -0.01 -0.11 0.19
H 0.92355 1.36971 -0.05146 0.07 0.30 -0.44
H 1.79683 -0.05896 -0.80022 0.05 0.52 -0.16
H 1.07491 0.55745 2.03589 -0.23 0.19 0.04
H 2.51317 -0.14777 1.38470 0.14 -0.02 -0.18
```
Forces are in eV/Å.

Summary:
Relative energy (zero: lowest compared OMol25 entry of this formula, charge and spin) = 11.80 kcal/mol
HOMO-LUMO gap = 6.411 eV
E_tot = -288.37284 hartree
LUMO level = 4.27 eV
Net charge = -1
SMILES string = C[C@@H](N)CC[O-]
2S+1 = 1